# 1
Below is one molecule with the formula C4H9NO2 in a non-equilibrium geometry, with properties calculated with ωB97M-V/def2-TZVPD.

Properties
calculated total energy: -363.019126 a.u.
LUMO level: 0.82 eV
E_HOMO: -0.3626 hartree

```
! wB97M-V def2-TZVPD RIJCOSX def2/J DEFGRID3
* xyz 0 1
C 0.698 -1.088 -1.046
C 0.208 -0.046 -0.036
C -0.831 0.867 -0.747
O -0.049 2.004 -1.250
N -0.371 -0.721 1.140
C -0.003 -0.113 2.346
O 0.583 -0.689 3.218
H 1.588 -1.597 -0.673
H 0.795 -0.639 -2.029
H -0.094 -1.841 -1.103
H 1.024 0.623 0.250
H -1.194 0.222 -1.541
H -1.496 1.445 -0.119
H -0.434 2.346 -2.070
H -0.067 -1.691 1.183
H -0.355 0.918 2.477
*
```

# 2
Below is one molecule with the formula C24H32N4O6, with properties calculated with ωB97M-V/def2-TZVPD.

Properties
calculated total energy: -1604.340535 a.u.
LUMO level: 0.70 eV
E_HOMO: -0.3377 hartree

```
! wB97M-V def2-TZVPD RIJCOSX def2/J DEFGRID3
* xyz 0 1
C -6.736 -0.316 -1.619
C -5.530 -0.274 -0.681
C -5.943 0.198 0.711
C -4.845 -1.639 -0.621
O -4.644 0.706 -1.292
C -3.474 1.006 -0.755
O -2.988 0.522 0.234
C -2.782 2.097 -1.575
N -1.446 2.311 -1.098
C -1.202 3.217 -0.138
O -1.984 4.088 0.219
C 0.136 3.131 0.484
N 0.473 4.074 1.411
C 1.684 3.748 1.904
N 2.147 2.657 1.361
C 1.202 2.244 0.464
C 1.417 1.009 -0.306
O 0.681 0.621 -1.210
N 2.521 0.353 0.075
C 2.876 -0.937 -0.450
C 4.261 -1.361 0.057
C 5.311 -0.392 -0.409
C 5.822 -0.486 -1.698
C 6.760 0.424 -2.150
C 7.197 1.443 -1.320
C 6.692 1.544 -0.036
C 5.755 0.632 0.416
C 1.842 -2.020 -0.082
O 1.893 -3.124 -0.558
O 0.976 -1.568 0.799
C -0.167 -2.360 1.223
C -0.943 -1.427 2.152
C 0.317 -3.602 1.970
C -1.016 -2.731 0.010
H -7.185 0.671 -1.691
H -7.476 -1.016 -1.242
H -6.426 -0.628 -2.612
H -5.079 0.239 1.369
H -6.386 1.190 0.653
H -6.672 -0.490 1.129
H -4.490 -1.925 -1.608
H -5.553 -2.385 -0.271
H -4.000 -1.607 0.060
H -3.350 3.025 -1.447
H -2.778 1.817 -2.630
H -0.746 1.574 -1.255
H -0.139 4.840 1.650
H 2.198 4.321 2.650
H 3.037 0.743 0.851
H 2.880 -0.886 -1.547
H 4.238 -1.403 1.149
H 4.465 -2.363 -0.325
H 5.484 -1.281 -2.347
H 7.153 0.338 -3.153
H 7.929 2.154 -1.673
H 7.029 2.336 0.618
H 5.375 0.715 1.425
H -0.287 -1.046 2.930
H -1.764 -1.967 2.615
H -1.346 -0.589 1.591
H 0.938 -3.313 2.816
H 0.898 -4.239 1.307
H -0.537 -4.164 2.337
H -1.277 -1.828 -0.537
H -1.926 -3.224 0.341
H -0.471 -3.400 -0.650
*
```

# 3
Below is C36H46BN9SbTi as an isolated structure, with properties calculated with ωB97M-V/def2-TZVPD.

Properties
calculated total energy: -3006.054266 a.u.
LUMO level: -10.61 eV
E_HOMO: -0.6319 hartree

```
! wB97M-V def2-TZVPD RIJCOSX def2/J DEFGRID3
* xyz 3 1
Ti -0.048 -0.012 0.084
C 0.183 -3.609 0.606
C 1.471 -2.856 0.461
C 2.631 -3.630 0.550
C 3.879 -3.062 0.478
C 3.958 -1.681 0.331
C 2.794 -0.948 0.247
N 1.560 -1.510 0.295
Sb 3.142 1.161 0.078
C 1.934 1.420 -1.674
C 2.591 2.085 -2.686
C 1.912 2.355 -3.871
C 0.608 1.944 -3.970
C -0.023 1.259 -2.925
C -1.439 0.850 -3.199
N 0.647 0.997 -1.777
C 1.697 1.814 1.552
C 2.254 2.742 2.409
C 1.464 3.303 3.406
C 0.150 2.905 3.496
C -0.377 1.947 2.628
C -1.800 1.542 2.857
N 0.408 1.408 1.658
H 0.285 -4.579 0.123
H -0.687 -3.112 0.203
H 0.003 -3.805 1.666
H 2.521 -4.699 0.676
H 4.773 -3.668 0.546
H 4.921 -1.189 0.288
H 3.618 2.402 -2.558
H 2.396 2.879 -4.685
H 0.035 2.138 -4.867
H -1.963 0.408 -2.367
H -1.995 1.727 -3.534
H -1.444 0.140 -4.029
H 3.290 3.037 2.303
H 1.870 4.038 4.088
H -0.499 3.323 4.252
H -2.324 2.359 3.349
H -1.838 0.686 3.534
H -2.337 1.282 1.955
C 0.040 3.968 -0.124
C -1.403 3.819 -0.574
C -1.559 4.297 -2.026
C -2.148 2.509 -0.374
C -3.535 2.538 -0.400
C -3.961 1.234 -0.270
N -2.892 0.452 -0.154
N -1.740 1.206 -0.210
B -2.906 -1.075 0.017
N -2.097 -1.698 -1.125
C -2.468 -2.568 -2.059
C -1.372 -2.849 -2.860
C -0.325 -2.094 -2.358
N -0.777 -1.380 -1.282
C 1.081 -2.099 -2.895
C 1.123 -1.609 -4.348
C 1.650 -3.524 -2.853
N -2.223 -1.432 1.347
C -2.760 -2.121 2.345
C -1.826 -2.229 3.355
C -0.691 -1.561 2.920
N -0.935 -1.062 1.659
C 0.490 -1.470 3.879
C 0.159 -0.509 5.032
C 1.903 -1.211 3.382
H 0.365 4.982 -0.358
H 0.711 3.291 -0.652
H 0.155 3.838 0.949
H -1.988 4.514 0.036
H -0.902 3.743 -2.696
H -1.279 5.347 -2.090
H -2.583 4.202 -2.383
H -4.150 3.415 -0.508
H -4.952 0.812 -0.245
H -4.024 -1.477 0.011
H -3.480 -2.936 -2.095
H -1.343 -3.521 -3.700
H 1.701 -1.443 -2.279
H 0.532 -2.264 -4.988
H 2.149 -1.636 -4.713
H 0.750 -0.595 -4.468
H 1.127 -4.161 -3.567
H 1.562 -3.989 -1.873
H 2.702 -3.512 -3.137
H -3.771 -2.489 2.275
H -1.946 -2.732 4.299
H 0.503 -2.471 4.320
H 0.265 0.532 4.727
H 0.858 -0.680 5.850
H -0.848 -0.659 5.420
H 2.001 -0.248 2.885
H 2.271 -1.998 2.729
H 2.562 -1.187 4.250
*
```

# 4
Below is one molecule with the formula C15H24ClNO4S in a non-equilibrium geometry, with properties calculated with ωB97M-V/def2-TZVPD.

Properties
calculated total energy: -1799.865146 a.u.
LUMO level: -1.15 eV
E_HOMO: -0.3575 hartree

```
! wB97M-V def2-TZVPD RIJCOSX def2/J DEFGRID3
* xyz 0 1
C -0.590 3.432 1.359
O -1.823 3.977 0.825
C -1.988 3.635 -0.582
C -3.385 2.884 -0.893
C -3.773 1.741 0.173
C -2.563 0.755 0.571
C -2.844 -0.806 0.169
C -1.888 -1.703 1.105
C -0.544 -2.225 0.365
C 0.374 -1.047 -0.213
O 0.676 -0.036 0.819
C 2.047 0.335 0.696
O 2.772 0.831 1.592
O 2.403 -0.036 -0.653
C 1.877 -1.410 -0.722
C 2.614 -2.432 0.274
C 4.191 -2.186 0.456
C 4.990 -1.839 -0.895
Cl 6.636 -2.716 -0.758
N 1.945 -2.126 -2.033
C 1.270 -1.449 -2.945
S 0.085 -1.175 -4.096
H 0.259 3.343 0.598
H -0.774 2.408 1.868
H -0.209 4.144 2.188
H -1.148 2.951 -0.982
H -1.918 4.601 -1.215
H -4.201 3.708 -0.902
H -3.387 2.460 -1.972
H -4.123 2.282 1.136
H -4.683 1.159 -0.233
H -2.424 0.863 1.715
H -1.564 1.013 0.058
H -3.947 -1.087 0.254
H -2.540 -0.916 -0.928
H -1.674 -1.126 2.067
H -2.478 -2.649 1.418
H -0.785 -2.933 -0.512
H 0.053 -2.797 1.176
H -0.295 -0.444 -0.924
H 2.149 -2.360 1.334
H 2.461 -3.508 -0.118
H 4.643 -3.177 0.852
H 4.421 -1.393 1.268
H 4.519 -2.244 -1.851
H 5.164 -0.702 -0.909
*
```

| no. | frontier orbital gap (eV) |
| --- | --- |
| 1 | 10.7 |
| 2 | 9.9 |
| 3 | 6.6 |
| 4 | 8.6 |